The following is a DFT calculation (wB97M-V/def2-TZVPD) of a structure of composition C32H54N2O3P2W.

Geometry as XYZ:
```
94
Properties=species:S:1:pos:R:3:forces:R:3
W -0.603 -0.781 0.485 6.5869 2.5079 0.1252
C -2.452 -0.795 1.574 -1.1575 -1.0050 0.7164
C -2.695 -1.329 0.265 -1.2656 -0.8129 0.3131
C -1.182 -2.738 1.329 -1.4764 -0.9153 1.1585
C -1.534 -1.691 2.252 -1.7268 -1.6865 -0.1690
C -1.877 -2.498 0.099 -0.8758 -0.7010 0.3413
C -3.177 0.317 2.263 0.0919 0.3750 0.1152
H -3.786 0.898 1.563 0.0806 -0.1329 0.2344
H -2.467 0.986 2.771 -0.2485 -0.1354 -0.1225
H -3.845 -0.101 3.032 0.1792 0.0793 -0.2688
C -1.284 -1.712 3.717 0.6063 0.2795 0.3937
H -1.391 -0.719 4.166 0.0475 -0.2506 -0.1066
H -0.282 -2.095 3.949 -0.2788 0.1711 -0.0423
H -2.000 -2.391 4.202 0.0456 0.1363 -0.2658
C -0.486 -4.011 1.663 0.6881 -0.1854 -0.0452
H -0.930 -4.484 2.551 0.0580 0.2393 -0.2080
H 0.582 -3.832 1.849 -0.3760 -0.2785 0.0434
H -0.560 -4.725 0.832 0.0375 0.2144 0.2452
C -1.966 -3.487 -1.020 0.1019 -0.3170 -0.3071
H -2.481 -4.397 -0.674 0.1261 0.3001 -0.0256
H -0.967 -3.795 -1.357 -0.3437 0.0158 0.0097
H -2.541 -3.103 -1.870 0.2109 -0.0376 0.2127
C -3.813 -0.994 -0.665 -0.3338 0.3158 -0.4415
H -4.589 -1.778 -0.609 0.3477 0.2411 0.1177
H -3.482 -0.966 -1.713 -0.1389 0.0828 0.2617
H -4.294 -0.042 -0.416 0.1425 -0.2503 -0.1192
C -0.286 4.611 -2.132 -0.4073 0.6420 0.4899
C -1.617 4.768 -2.080 0.5154 0.7269 0.2218
C -2.488 4.983 -3.286 -0.2798 -0.0216 -0.1102
C -2.092 4.180 -4.554 -0.2911 0.4376 0.1591
C -1.458 2.831 -4.352 0.6705 -0.3471 -0.4587
C -0.125 2.631 -4.367 -0.8073 0.0247 -0.6611
C 0.903 3.726 -4.265 0.2865 0.0336 -0.1089
C 0.526 4.920 -3.354 0.2276 -0.1662 -0.3476
H -2.499 6.049 -3.569 -0.0687 -0.2281 0.2096
H -1.436 4.811 -5.166 -0.1780 -0.3405 0.0338
H -3.526 4.735 -3.013 0.2823 0.0983 -0.0374
H -0.005 5.670 -3.953 0.2186 -0.1140 0.2380
H 0.304 4.438 -1.222 -0.4471 0.2622 -0.2235
H -2.146 4.897 -1.121 0.4293 -0.4303 -0.3059
H 1.468 5.374 -3.017 -0.2865 0.0439 -0.1571
H 1.841 3.272 -3.902 -0.2202 0.1422 -0.1333
H 0.298 1.632 -4.557 -0.4058 0.2561 0.4009
H 1.139 4.149 -5.255 -0.0029 -0.2985 0.1744
H -3.021 4.029 -5.123 0.3616 0.0701 -0.0063
H -2.158 1.986 -4.355 0.4112 0.0975 -0.1215
P -0.625 1.604 -0.196 0.2825 -0.2305 -0.3708
P 0.468 -1.131 -1.773 -0.6295 0.3764 -0.9237
C 0.608 1.684 -1.536 0.0723 0.4221 -0.5503
C 1.429 0.437 -1.871 0.0405 -0.2658 0.0692
H 1.288 2.522 -1.316 -0.2297 -0.3597 -0.1167
H 0.009 1.996 -2.401 0.3057 -0.0762 0.0617
H 1.842 0.509 -2.891 -0.0715 -0.0080 0.2697
H 2.283 0.322 -1.187 -0.1672 -0.0086 -0.1089
C 1.615 -2.484 -2.049 0.3420 -0.4265 0.3084
H 1.055 -3.375 -2.367 0.2186 0.2595 0.0949
H 2.137 -2.697 -1.104 -0.0707 -0.0053 -0.4061
H 2.340 -2.213 -2.831 -0.2711 -0.0351 0.1887
C -0.643 -1.196 -3.224 -0.1219 0.1254 -0.0888
H -0.097 -0.859 -4.119 -0.1979 -0.1325 0.2659
H -1.535 -0.569 -3.081 0.3218 -0.1046 -0.1045
H -0.971 -2.238 -3.376 0.1623 0.4259 0.0555
C -0.173 2.945 0.896 -0.0519 0.4993 1.0221
H -0.440 2.619 1.911 0.0534 0.4600 -0.2512
H -0.672 3.902 0.657 0.1931 -0.5386 -0.0121
H 0.922 3.090 0.875 -0.4715 -0.0949 -0.0044
C -2.277 1.930 -0.852 -0.3038 0.2928 -0.1888
H -2.586 1.197 -1.603 0.1708 0.0211 0.2147
H -2.303 2.916 -1.321 0.0550 -0.2635 0.0885
H -2.991 1.926 -0.021 0.1801 -0.0450 -0.1731
C 4.313 -3.922 2.499 0.0897 -0.3947 -0.1428
C 4.425 -2.415 2.644 0.0857 0.4473 -0.1578
C 3.159 -1.621 3.041 0.2320 -0.0383 -0.4151
C 2.561 -2.071 4.414 0.1474 0.9159 0.2338
C 2.006 -3.474 4.559 -0.1220 -0.4307 0.0862
C 3.532 -0.138 3.095 1.1553 0.8880 0.4475
O 4.635 0.371 3.032 -1.5092 -1.0178 0.2038
N 2.391 0.652 3.293 -0.4961 0.2874 -0.2999
C 1.126 0.373 2.800 0.6286 0.7986 1.1497
O 0.166 1.042 3.187 0.5643 -1.2418 -1.3318
N 1.109 -0.650 1.844 -1.1184 0.3938 0.1294
C 2.109 -1.622 1.921 0.2770 -2.0663 -1.6661
O 2.172 -2.495 1.030 -0.7743 1.8642 1.1301
H 4.417 -4.435 3.463 -0.0571 0.0780 -0.3422
H 5.137 -4.274 1.868 -0.1469 0.0343 0.1234
H 3.376 -4.199 2.005 0.3147 -0.1618 0.2166
H 5.193 -2.193 3.401 -0.2498 0.1619 -0.3228
H 4.773 -1.985 1.692 0.0313 -0.0930 0.3254
H 3.363 -1.921 5.157 -0.1768 -0.0282 -0.2966
H 1.776 -1.349 4.688 0.1838 -0.1834 0.0836
H 2.655 -4.254 4.160 -0.2328 0.2374 0.1359
H 1.876 -3.684 5.627 -0.0288 0.0706 -0.1850
H 1.021 -3.585 4.098 0.1344 -0.0443 -0.0545
H 2.506 1.582 3.665 0.1191 0.0966 0.1866
```
Positions in Å, forces in eV/Å.

Values from the calculation:
Charge = +2
Spin multiplicity = 3
HOMO (spin up / spin down) = -0.5085 / -0.5088 hartree
DFT total energy = -63571.9618 eV
E_LUMO (spin up / spin down) = -0.302 / -0.286 Ha
Gap between HOMO and LUMO (spin up / spin down) = 0.207 / 0.223 Eh
M = 760.58 g/mol

The following is a DFT calculation (wB97M-V/def2-TZVPD) of a structure of composition C32H54N2O3P2W.

Geometry as XYZ:
```
94
Properties=species:S:1:pos:R:3:forces:R:3
W 2.837 -0.064 -0.887 -1.1812 -2.1678 2.5467
C 1.609 0.313 2.573 0.5423 0.9162 -0.4038
C 1.856 1.540 1.830 -0.6590 -1.0837 0.6678
C -0.377 1.441 2.421 -0.4980 0.1892 -0.3028
C 0.244 0.262 2.923 -0.1640 -0.1684 0.2574
C 0.594 2.182 1.689 0.0404 0.4673 0.1143
C 2.618 -0.578 3.156 0.5155 -0.2049 0.1731
H 3.615 -0.342 2.776 -0.1331 -0.1366 0.2969
H 2.376 -1.629 2.955 0.0596 0.1486 0.0244
H 2.654 -0.455 4.251 -0.1100 -0.0266 -0.2202
C -0.315 -0.717 3.880 -0.2281 -0.0751 -0.1018
H -0.002 -1.734 3.606 -0.0462 0.2739 0.1231
H -1.406 -0.662 3.906 0.1813 -0.0654 0.0344
H 0.064 -0.504 4.892 -0.0370 -0.0506 -0.1756
C -1.744 1.917 2.729 0.0267 0.1415 0.3456
H -2.086 1.490 3.689 0.0298 0.1898 -0.4830
H -2.445 1.607 1.929 0.2879 0.0886 0.2082
H -1.742 3.020 2.814 -0.1450 -0.4984 -0.1079
C 0.370 3.547 1.148 0.0011 0.4653 -0.3318
H 0.303 4.301 1.960 0.0995 -0.4138 -0.2408
H -0.571 3.618 0.580 0.2958 -0.1677 0.2795
H 1.184 3.865 0.477 -0.2964 -0.1164 0.2594
C 3.159 2.241 1.739 0.0500 0.2340 0.1143
H 3.343 2.707 2.709 0.2145 -0.0860 0.1553
H 3.112 3.045 1.020 0.0429 0.1900 0.1589
H 4.013 1.617 1.479 0.0522 -0.1210 0.1734
C 2.718 -0.976 -2.631 0.3395 -1.3437 -3.1099
C 4.159 -0.966 -2.050 -0.0171 -0.4160 -0.7941
C 5.086 0.223 -2.185 0.9476 0.4188 -1.2024
C 4.559 1.644 -1.669 1.4337 0.9707 -1.2212
C 3.148 1.857 -1.233 -2.2571 2.7241 0.7009
C 1.940 1.475 -2.000 -0.1841 0.7791 -1.6875
C 2.048 1.302 -3.536 0.0117 -0.2780 -0.2178
C 2.503 -0.140 -3.872 -0.8344 -0.9832 -0.2683
H 5.252 0.307 -3.285 0.3297 0.2186 0.7385
H 4.645 2.370 -2.514 0.5445 -0.6471 0.4452
H 6.096 0.060 -1.679 -1.4862 -0.1724 -0.7316
H 3.476 -0.207 -4.389 -0.7657 0.2197 -0.4815
H 2.433 -2.048 -2.746 0.8314 1.2995 -0.2746
H 4.634 -1.938 -2.244 -0.2516 0.4486 0.6745
H 1.706 -0.727 -4.383 0.6915 0.8081 -0.5701
H 1.067 1.481 -4.021 0.5350 0.0417 0.3267
H 0.947 1.745 -1.617 0.8591 0.6851 0.0578
H 2.772 2.005 -4.019 -0.6320 -0.2826 0.6148
H 5.248 1.992 -0.860 -0.6636 -0.2693 -0.6328
H 3.047 2.824 -0.722 -0.0060 -0.8293 -0.0087
P 0.550 -1.277 -1.434 1.4022 0.5389 0.8462
P -1.650 1.939 -1.462 1.7814 -0.9349 0.7865
C -0.957 -0.813 -2.499 -0.3418 0.0083 0.1345
C -1.610 0.597 -2.792 -0.3157 0.2492 0.0057
H -1.738 -1.361 -1.933 0.3984 -0.3147 -0.3159
H -0.763 -1.334 -3.459 -0.2195 -0.0020 0.4836
H -1.186 1.039 -3.712 -0.0403 -0.2997 0.4745
H -2.698 0.466 -3.009 0.8163 -0.6063 -0.0072
C -3.289 2.693 -1.256 -0.2333 -0.1266 -0.2912
H -3.045 3.646 -0.761 -0.2459 -0.1727 -0.1745
H -3.947 2.117 -0.594 0.2803 0.0516 -0.2834
H -3.772 2.895 -2.216 -0.1136 0.0992 0.1837
C -0.836 3.233 -2.449 -0.3702 0.2792 -0.2524
H -1.307 3.268 -3.429 -0.0613 0.4609 -0.1506
H 0.233 3.095 -2.594 -0.2227 0.0539 0.0787
H -1.000 4.157 -1.900 0.0666 0.3432 -0.2562
C 0.936 -3.162 -1.581 -0.9635 0.2417 -0.1709
H 1.021 -3.563 -0.550 -0.4153 0.3655 -0.3859
H 1.894 -3.439 -2.071 -0.7173 0.5214 0.3465
H 0.130 -3.632 -2.171 0.2105 -0.0027 0.4991
C 3.855 -1.547 0.157 0.4613 -1.0512 2.0964
H 3.822 -0.851 1.042 0.2499 -0.8434 0.2082
H 4.921 -1.739 -0.081 -0.7730 -0.0371 0.5831
H 3.327 -2.485 0.375 0.3019 0.2074 0.4487
C -5.665 -0.829 0.739 -0.0766 0.3994 0.2037
C -4.829 -1.950 0.146 0.1638 -0.1881 -0.2851
C -3.482 -2.247 0.836 -0.2501 0.2702 -0.2493
C -3.609 -2.621 2.350 0.4145 -0.6210 -0.3846
C -3.974 -1.491 3.296 -0.2591 0.3182 0.2620
C -2.741 -3.325 0.056 -0.9031 -0.0907 -0.8425
O -3.088 -3.809 -1.012 0.6184 0.2782 1.5532
N -1.530 -3.597 0.686 0.7755 -0.4305 -0.5170
C -0.705 -2.543 1.094 0.3134 -0.8765 0.5372
O 0.429 -2.813 1.518 -0.6860 0.5276 -0.5607
N -1.184 -1.274 0.931 2.1182 -0.1715 -0.3108
C -2.485 -1.080 0.719 -2.5029 2.7369 -0.9135
O -2.935 0.072 0.439 1.3601 -2.3402 0.4055
H -6.154 -1.136 1.672 0.0201 0.1710 -0.3084
H -6.437 -0.523 0.019 0.1073 -0.1811 0.2697
H -5.019 0.039 0.922 -0.5223 -0.2603 0.0734
H -5.404 -2.887 0.142 0.1880 0.1743 -0.0625
H -4.629 -1.709 -0.908 0.0465 -0.1635 0.2320
H -4.329 -3.449 2.405 0.1257 0.1941 0.1125
H -2.641 -3.035 2.666 -0.3345 0.0180 -0.0310
H -5.057 -1.405 3.433 0.3348 0.0963 0.0046
H -3.529 -1.671 4.283 -0.1681 -0.0212 -0.1579
H -3.600 -0.523 2.937 -0.1458 -0.1577 0.0830
H -1.040 -4.443 0.421 -0.0404 -0.0254 0.0765
```
Positions in Å, forces in eV/Å.

Values from the calculation:
Charge = +2
Spin multiplicity = 3
HOMO (spin up / spin down) = -0.4777 / -0.4774 hartree
DFT total energy = -63560.5933 eV
E_LUMO (spin up / spin down) = -0.301 / -0.307 Ha
Gap between HOMO and LUMO (spin up / spin down) = 0.176 / 0.171 Eh
M = 760.58 g/mol